# C32H48O24

A cluster of 8 separate species, C32H48O24 in total in a non-equilibrium geometry (the ωB97M-V functional and the def2-TZVPD basis, the OMol25 dataset).

XYZ file:
```
104
C32H48O24, DFT the ωB97M-V functional and the def2-TZVPD basis
C 0.39942 1.00742 -0.10332
C -0.88147 0.17982 0.24809
C -2.21541 0.89795 0.02366
O -2.91427 0.02428 -0.93758
C -2.08556 -0.86707 -1.53101
O -2.42526 -1.62643 -2.50686
O -0.85717 -0.76121 -0.89182
H 0.67991 1.73376 0.65948
H 0.21261 1.50891 -1.05290
H 1.28081 0.40078 0.10459
H -0.76709 -0.55736 1.04282
H -1.99031 1.83204 -0.49103
H -2.75329 1.12554 0.94398
C 1.37945 -3.37011 -0.98036
C 1.93642 -4.55122 -0.17353
C 2.17739 -4.26013 1.35029
O 1.45898 -5.20472 2.02522
C 0.86088 -6.01554 1.25250
O 0.11838 -6.93679 1.61155
O 0.92351 -5.57039 -0.01893
H 0.48707 -2.94279 -0.52303
H 1.17145 -3.77296 -1.97160
H 2.04093 -2.51205 -1.09988
H 2.75900 -5.07596 -0.65945
H 1.95683 -3.23684 1.65416
H 3.25233 -4.25569 1.53075
C 4.20865 1.72926 -0.23191
C 4.39443 3.17829 0.09660
C 4.67197 3.47687 1.52192
O 5.74619 4.33072 1.37835
C 6.20425 4.43847 0.17644
O 7.26726 4.99057 -0.11662
O 5.57986 3.60288 -0.57325
H 5.09920 1.10532 -0.15628
H 3.54799 1.71744 -1.09880
H 3.57618 1.21470 0.49149
H 3.58206 3.76634 -0.33042
H 4.95802 2.60204 2.10582
H 3.97757 4.14263 2.03445
C -1.58468 -5.47726 -2.08452
C -2.67628 -6.54711 -2.45625
C -2.53179 -8.00445 -1.84734
O -3.83434 -8.37107 -1.46981
C -4.65779 -7.28918 -1.57370
O -5.72665 -7.20754 -1.09760
O -3.94430 -6.20270 -1.99511
H -1.25367 -5.65102 -1.06064
H -2.09246 -4.51324 -2.11477
H -0.86264 -5.36453 -2.89326
H -2.89114 -6.75671 -3.50411
H -1.87184 -7.97090 -0.98049
H -2.17129 -8.83883 -2.44896
C 1.44009 7.35757 -3.56182
C 1.46811 6.58805 -2.26620
C 0.99056 7.37548 -0.94210
O 0.37421 6.39964 -0.15000
C -0.07445 5.41470 -1.02483
O -0.82248 4.57478 -0.59712
O 0.51152 5.56093 -2.31122
H 0.86266 8.28163 -3.53397
H 1.05351 6.79268 -4.41009
H 2.41376 7.72646 -3.88430
H 2.41680 6.19941 -1.89602
H 0.47434 8.30421 -1.18517
H 1.93673 7.67431 -0.49093
C -2.90658 -4.07129 -5.97958
C -4.35168 -4.17922 -5.35108
C -4.61970 -3.69616 -3.88053
O -5.31166 -2.46820 -4.04301
C -5.85982 -2.42442 -5.28323
O -6.73233 -1.64483 -5.59175
O -5.29138 -3.38744 -6.05094
H -2.40274 -5.03776 -5.99290
H -2.20850 -3.38870 -5.49494
H -3.09578 -3.83449 -7.02659
H -4.65920 -5.22482 -5.33501
H -3.64966 -3.53729 -3.40948
H -5.25696 -4.31859 -3.25238
C 0.41211 4.06939 2.64769
C 0.17118 5.45184 3.10067
C -0.84766 5.58146 4.21736
O 0.02100 5.68586 5.38089
C 1.25432 6.02463 5.07031
O 2.19767 6.33778 5.78897
O 1.32973 5.96335 3.64910
H 1.38790 4.10139 2.16301
H -0.44061 3.57367 2.18374
H 0.66652 3.45536 3.51160
H -0.14641 5.86194 2.14200
H -1.35799 4.61904 4.17967
H -1.45463 6.48657 4.23887
C 0.86206 -1.28398 6.46661
C 0.08147 -1.02682 5.09526
C -0.16662 0.43940 4.70669
O 0.74695 0.62767 3.65873
C 1.37269 -0.54074 3.37181
O 2.18789 -0.62806 2.45930
O 0.82259 -1.54537 4.03340
H 1.09397 -2.27180 6.86477
H 0.36995 -0.73371 7.26855
H 1.85057 -0.82574 6.43566
H -0.88337 -1.53393 5.09032
H 0.05271 1.14508 5.50793
H -1.20403 0.63469 4.43512
```

2S+1   1
Structure (SMILES)   C[C@H]1COC(=O)O1.C[C@H]1COC(=O)O1.C[C@H]1COC(=O)O1.C[C@H]1COC(=O)O1.C[C@H]1COC(=O)O1.C[C@H]1COC(=O)O1.C[C@H]1COC(=O)O1.C[C@H]1COC(=O)O1
Strongest force on any atom   6.392 eV/A
Energy relative to the best compared isomer or geometry (same formula, charge and spin)   560.02 kJ/mol
Total energy   -83099.5217 eV
Gap between HOMO and LUMO   10.142 eV
HOMO   -10.42 eV
LUMO level   -0.010 Ha

***

# C8H8Cl2NO3P

A cluster of 2 separate species, C8H8Cl2NO3P in total in a non-equilibrium geometry (the ωB97M-V functional and the def2-TZVPD basis, the OMol25 dataset).

XYZ file:
```
23
C8H8Cl2NO3P, DFT the ωB97M-V functional and the def2-TZVPD basis
C 0.35107 0.48088 -1.87613
C 0.11550 1.65796 -1.18232
C -1.49544 0.74816 0.58975
C 0.36012 -0.76875 -1.40313
C -1.29305 -0.57157 0.48047
C -0.71573 1.84116 -0.04685
C -0.24851 -1.31554 -0.13804
C -0.18809 -2.72381 0.11064
N -1.08820 3.19619 0.27311
O -0.38048 4.08039 -0.09726
O -2.03575 3.30243 1.05362
O 1.38608 0.26451 2.41777
P 1.70167 -0.51866 1.23976
Cl 3.22076 0.31506 0.06484
Cl 2.39730 -2.30968 1.92384
H 1.00134 0.69657 -2.64069
H 0.48720 2.64075 -1.69526
H -2.18340 1.14040 1.36527
H 0.84630 -1.47740 -2.04876
H -1.97170 -1.16393 1.07494
H -0.49694 -3.12927 1.15240
H 0.87004 -3.07234 0.03195
H -0.64009 -3.31350 -0.64992
```

2S+1   1
Strongest force on any atom   5.097 eV/A
Energy relative to the best compared isomer or geometry (same formula, charge and spin)   108.21 kJ/mol
Total energy   -50387.9452 eV
Gap between HOMO and LUMO   6.594 eV
HOMO   -8.39 eV
LUMO level   -0.066 Ha

***

# C53H51ClF3N9O17P

A cluster of 8 separate species, C53H51ClF3N9O17P in total in a non-equilibrium geometry (the ωB97M-V functional and the def2-TZVPD basis, the OMol25 dataset).

XYZ file:
```
135
C53H51ClF3N9O17P, DFT the ωB97M-V functional and the def2-TZVPD basis
C -0.73055 -1.20715 7.90935
C -0.49431 0.02759 7.08397
O -1.01532 -0.03215 5.72594
P -2.59270 0.04038 5.61935
O -3.22771 0.96006 6.56308
C -2.94596 0.66860 3.95391
C -1.79586 0.62411 2.94689
C -1.49746 -0.70611 2.33152
N -2.50361 -1.49147 2.00859
N -2.45278 -2.69863 1.45626
C -1.23629 -3.08425 1.17534
C -0.06893 -2.34612 1.41165
C 1.23732 -2.94301 0.92569
F 2.06500 -3.30896 1.90718
F 1.00242 -3.99251 0.13019
F 1.88145 -2.01404 0.18214
C -0.17925 -1.13574 2.04417
Cl 1.13448 -0.16117 2.41572
O -3.08535 -1.47169 5.79314
C -4.36487 -1.85384 5.24982
C -5.55373 -1.14314 5.87510
H -0.44873 -2.11849 7.39540
H -1.76613 -1.32406 8.19773
H -0.15535 -1.15277 8.82339
H -0.86307 0.89264 7.61447
H 0.57350 0.15708 6.97619
H -3.87125 0.24593 3.58198
H -3.15816 1.71237 4.12572
H -0.89253 0.95448 3.43576
H -1.98511 1.29566 2.11480
H -3.44065 -1.15340 2.19334
H -1.14793 -4.04690 0.70981
H -4.45531 -2.90539 5.47205
H -4.36046 -1.78540 4.16574
H -6.30658 -1.87449 6.12615
H -5.97818 -0.37643 5.24247
H -5.25706 -0.68601 6.80662
C 2.51872 -0.26282 -3.58653
C 2.29880 0.47147 -4.74458
C 1.09363 1.13087 -4.92988
C 0.12993 1.04433 -3.94429
C 0.33022 0.31336 -2.79161
C 1.53106 -0.34348 -2.61380
N -1.14398 1.75178 -4.10450
O -1.33658 2.37331 -5.12373
O -1.94564 1.67077 -3.18836
H 3.46204 -0.77193 -3.44361
H 3.06336 0.53099 -5.49915
H 0.91570 1.70299 -5.82802
H -0.43994 0.25896 -2.03731
H 1.69741 -0.91006 -1.71308
C 4.32942 2.97864 -10.74357
C 3.80768 3.02356 -9.45784
C 3.63707 1.85386 -8.73804
C 3.99708 0.65313 -9.32021
C 4.51242 0.58766 -10.60021
C 4.67756 1.76230 -11.31422
N 3.83837 -0.59251 -8.55529
O 3.36288 -0.51730 -7.43549
O 4.18883 -1.62392 -9.07746
H 4.46586 3.89459 -11.30187
H 3.53584 3.97112 -9.01512
H 3.23175 1.88431 -7.73846
H 4.78359 -0.36076 -11.03788
H 5.08101 1.72868 -12.31596
C 4.98558 -4.82490 2.17401
C 5.98538 -5.37816 2.96151
C 6.32274 -6.71392 2.81789
C 5.65285 -7.47302 1.87929
C 4.65606 -6.94196 1.08616
C 4.32191 -5.60635 1.23810
N 6.02153 -8.88971 1.70927
O 6.88519 -9.33167 2.43355
O 5.43486 -9.51980 0.85696
H 4.72931 -3.77938 2.28485
H 6.50520 -4.76826 3.68582
H 7.09854 -7.15188 3.42733
H 4.14809 -7.55505 0.35742
H 3.54850 -5.17326 0.62014
C -4.83389 0.62234 -3.75119
C -4.98315 1.47535 -2.66581
C -6.19001 1.52617 -1.98816
C -7.22796 0.71585 -2.40726
C -7.10144 -0.13241 -3.48917
C -5.89215 -0.17581 -4.16477
N -8.50142 0.75007 -1.66929
O -8.58399 1.51378 -0.73014
O -9.38347 0.00586 -2.03633
H -3.89018 0.58162 -4.27580
H -4.15969 2.09717 -2.35014
H -6.31609 2.18744 -1.14436
H -7.92728 -0.75266 -3.80275
H -5.77531 -0.83598 -5.01301
C 3.91431 4.50221 3.13662
C 3.39946 3.25001 2.82612
C 3.12885 2.92027 1.50861
C 3.37937 3.85342 0.51983
C 3.88551 5.10425 0.80926
C 4.15358 5.42702 2.13024
N 3.10034 3.49361 -0.87920
O 2.63077 2.39002 -1.08451
O 3.35197 4.30682 -1.73664
H 4.13085 4.75605 4.16516
H 3.21493 2.53142 3.61384
H 2.73427 1.94832 1.25913
H 4.07028 5.81988 0.02260
H 4.55178 6.40138 2.37366
C 3.65024 -4.05464 8.50480
C 2.66287 -3.70144 7.59439
C 2.61035 -2.41186 7.09537
C 3.55546 -1.49488 7.51668
C 4.54540 -1.82709 8.42068
C 4.58870 -3.11913 8.91706
N 3.49723 -0.12143 6.99899
O 2.57924 0.15970 6.24463
O 4.33060 0.66371 7.37988
H 3.68821 -5.06295 8.89277
H 1.93270 -4.43274 7.27645
H 1.84030 -2.12691 6.39427
H 5.26879 -1.09323 8.74187
H 5.35438 -3.39533 9.62765
C -5.69894 3.17223 -6.14380
C -6.85683 3.73040 -6.66747
C -7.14156 5.06863 -6.44924
C -6.25448 5.82584 -5.70992
C -5.10000 5.28651 -5.17633
C -4.82338 3.94803 -5.39634
N -6.54176 7.25316 -5.49123
O -7.57052 7.69603 -5.95242
O -5.72980 7.89832 -4.86205
H -5.47728 2.12821 -6.31975
H -7.53817 3.12467 -7.24804
H -8.04000 5.51019 -6.85235
H -4.42318 5.89728 -4.59886
H -3.92244 3.50960 -4.98820
```

2S+1   1
Strongest force on any atom   1.343 eV/A
Total charge   +1
Total energy   -133946.4810 eV
Gap between HOMO and LUMO   5.579 eV
HOMO   -11.16 eV
LUMO level   -0.205 Ha

***

# C5H10O2

An isolated molecule of C5H10O2 (the ωB97M-V functional and the def2-TZVPD basis, the OMol25 dataset).

XYZ file:
```
17
C5H10O2, DFT the ωB97M-V functional and the def2-TZVPD basis
C -1.30575 -1.34960 0.90521
C -0.29109 -0.22915 0.92566
O -0.54396 0.67416 1.95788
C 0.43513 0.22590 -0.27737
C 0.41356 -0.56702 -1.56002
C 0.78000 1.68996 -0.45970
O 1.07039 -0.52816 0.79611
H -1.40618 -1.78175 -0.09913
H -2.26682 -0.91676 1.19668
H -1.02734 -2.13907 1.61730
H 0.33779 -1.63280 -1.33558
H 1.35156 -0.40843 -2.10596
H -0.42201 -0.26485 -2.19959
H 1.79302 1.82207 -0.85717
H 0.67929 2.27026 0.46093
H 0.07896 2.11803 -1.18934
H 0.32346 1.01720 2.22409
```

2S+1   1
Structure (SMILES)   CC1(C)O[C@@]1(C)O
Strongest force on any atom   0.436 eV/A
Energy relative to the best compared isomer or geometry (same formula, charge and spin)   153.51 kJ/mol
Total energy   -9441.4520 eV
Gap between HOMO and LUMO   10.654 eV
HOMO   -9.78 eV
LUMO level   0.032 Ha

***

# C56H48ClF9GeMgN3O2P2Se

A structure of composition C56H48ClF9GeMgN3O2P2Se (the ωB97M-V functional and the def2-TZVPD basis, the OMol25 dataset).

XYZ file:
```
124
C56H48ClF9GeMgN3O2P2Se, DFT the ωB97M-V functional and the def2-TZVPD basis
Mg -1.00178 0.76715 0.80597
O -4.37752 -1.41083 0.57739
C -3.61928 -0.47685 0.70169
N -2.49569 -0.36265 1.48061
C -2.36447 -1.01996 2.67818
O -3.13401 -1.75897 3.24039
C -1.07809 -0.60480 3.39915
C -0.77313 -1.17509 4.61913
C 0.33146 -0.71407 5.31527
C 1.09414 0.30763 4.76908
C 0.73852 0.80729 3.53442
N -0.32020 0.36501 2.84518
C -3.87184 0.80647 -0.08781
C -5.06588 0.94673 -0.76562
C -5.33045 2.14400 -1.41211
C -4.38953 3.15577 -1.34360
C -3.20998 2.92490 -0.65921
N -2.92955 1.77267 -0.04251
H -1.42410 -1.95296 4.99494
H 0.59171 -1.13883 6.27629
H 1.95616 0.70752 5.28572
H 1.33870 1.57190 3.05540
H -5.76434 0.12098 -0.75446
H -6.26066 2.28844 -1.94623
H -4.55234 4.11370 -1.81909
H -2.45593 3.69706 -0.61891
Cl 1.66848 0.69796 -0.16947
C 2.60994 2.08904 0.35392
C 3.98544 2.00084 0.23525
C 4.75224 3.09679 0.59481
C 4.14131 4.26131 1.04423
C 2.76220 4.32359 1.15125
C 1.96469 3.22507 0.82782
P 0.13164 3.28723 0.86918
C -0.31213 4.23693 2.35583
C -1.63726 4.67336 2.43770
C -2.10334 5.30950 3.57657
C -1.25409 5.50451 4.65794
C 0.05871 5.06038 4.59290
C 0.52871 4.42730 3.44893
C -0.11809 4.43600 -0.52920
C -0.08913 3.88390 -1.80947
C -0.21533 4.69536 -2.92596
C -0.38287 6.06680 -2.76869
C -0.41230 6.62104 -1.49650
C -0.27881 5.80907 -0.37587
H 4.44478 1.09672 -0.14374
H 5.82981 3.04361 0.50960
H 4.74154 5.12372 1.30275
H 2.29029 5.24227 1.47767
H -2.31440 4.51363 1.60531
H -3.13126 5.64572 3.62322
H -1.61491 6.00317 5.54821
H 0.72334 5.20616 5.43474
H 1.55887 4.09659 3.41802
H 0.02213 2.81164 -1.93858
H -0.19077 4.25638 -3.91599
H -0.49041 6.70234 -3.63823
H -0.53520 7.68965 -1.37236
H -0.30505 6.25018 0.61291
F 2.57900 -5.61000 -4.94646
C 2.23634 -4.31576 -4.92969
F 1.25773 -4.15759 -5.83642
F 3.29567 -3.61471 -5.35864
C 1.78921 -3.87284 -3.56442
C 0.56373 -4.30666 -3.08014
C 0.12763 -3.90745 -1.82210
C 0.90573 -3.05850 -1.03847
C 2.14392 -2.64957 -1.53849
C 2.59133 -3.05605 -2.78517
P 0.42327 -2.36066 0.61186
C -0.83295 -3.52271 1.25914
C -2.06844 -3.57093 0.61005
C -3.10736 -4.33573 1.11043
C -2.92275 -5.05267 2.28286
C -1.71434 -4.99847 2.95541
C -0.67319 -4.23414 2.44762
C -4.07126 -5.83572 2.86036
F -3.64804 -6.79716 3.69354
F -4.89786 -5.04434 3.55644
F -4.80009 -6.42398 1.90092
C 1.93606 -2.82194 1.54153
C 2.54069 -1.87517 2.35409
C 3.69559 -2.17797 3.07141
C 4.24630 -3.43893 2.96345
C 3.65868 -4.40128 2.14454
C 2.51431 -4.09211 1.43689
C 5.49616 -3.80155 3.71764
F 5.29742 -4.87420 4.49622
F 5.91931 -2.80410 4.50507
F 6.49786 -4.10348 2.87888
H -0.05096 -4.96721 -3.67985
H -0.81823 -4.28733 -1.45669
H 2.78691 -2.01942 -0.93373
H 3.55705 -2.73391 -3.15219
H -2.24309 -2.97044 -0.27622
H -4.06622 -4.34089 0.60962
H -1.58178 -5.55554 3.87356
H 0.26083 -4.19392 2.99138
H 2.10920 -0.88505 2.43704
H 4.16011 -1.43536 3.70573
H 4.10154 -5.38695 2.06606
H 2.06195 -4.84092 0.79737
C -1.70751 1.20385 -5.45700
Ge 0.05943 0.45380 -5.14963
C 1.41168 1.85524 -5.20955
C 0.45050 -0.96528 -6.41005
C 0.18021 -0.34533 -3.34463
Se -1.27591 0.07349 -2.13085
C -2.49668 -1.33381 -2.68381
H -1.65227 1.97250 -6.23005
H -2.10734 1.65032 -4.54556
H -2.39981 0.43226 -5.79990
H 1.17983 2.59163 -5.98129
H 2.38906 1.42425 -5.43634
H 1.47991 2.37144 -4.24843
H 0.42622 -0.59170 -7.43560
H -0.28332 -1.76787 -6.31835
H 1.44188 -1.38178 -6.22143
H 1.09059 0.00759 -2.85852
H 0.24665 -1.43256 -3.39764
H -2.84072 -1.11725 -3.69178
H -3.34071 -1.35250 -1.99746
H -1.96936 -2.28487 -2.65660
```

2S+1   1
Strongest force on any atom   0.594 eV/A
Energy relative to the best compared isomer or geometry (same formula, charge and spin)   40.27 kJ/mol
Total charge   +1
Total energy   -250282.7218 eV
Gap between HOMO and LUMO   8.130 eV
HOMO   -10.64 eV
LUMO level   -0.092 Ha